[1]
Here is C18H51BF3N4O9SV as an isolated structure from the Open Molecules 2025 dataset. Energies are from wB97M-V/def2-TZVPD.

Last column: Mulliken spin population.
CARTESIAN COORDINATES (ANGSTROEM)
O1 0.332 -0.408 0.635  -0.28
V1 1.272 -1.221 1.697  1.24
B1 2.993 -1.449 0.158  -0.01
H1 2.425 -0.563 -0.314  0.01
H2 3.203 -1.140 1.237  0.00
H3 2.345 -2.382 0.170  0.03
H4 3.980 -1.617 -0.415  0.00
C1 -2.608 -0.132 4.202  0.00
F1 -3.444 -0.030 3.168  0.00
F2 -1.872 0.988 4.257  0.00
F3 -3.300 -0.237 5.338  0.00
S1 -1.469 -1.635 3.991  0.00
O2 -0.657 -1.783 5.192  0.00
O3 -2.431 -2.718 3.792  0.00
O4 -0.710 -1.357 2.779  -0.02
C2 1.477 1.254 3.961  0.00
O5 1.756 0.527 2.832  0.01
H5 1.784 2.310 3.851  0.00
H6 0.403 1.359 4.191  0.00
H7 1.967 0.877 4.872  0.00
C3 1.855 -4.929 4.049  0.00
C4 1.822 -3.935 2.907  0.00
C5 0.605 -4.242 2.058  0.00
O6 0.388 -3.237 1.052  0.01
C6 -0.598 -3.576 0.105  0.00
N1 1.772 -2.557 3.420  0.01
H8 2.768 -4.819 4.639  0.00
H9 1.770 -5.951 3.674  0.00
H10 1.042 -4.747 4.757  0.00
H11 2.704 -4.043 2.269  0.00
H12 -0.314 -4.278 2.661  0.00
H13 0.672 -5.164 1.470  0.00
H14 -0.377 -4.536 -0.367  0.00
H15 -0.596 -2.819 -0.678  0.00
H16 -1.580 -3.536 0.583  0.00
H17 1.095 -2.519 4.189  0.00
H18 2.652 -2.384 3.904  0.00
C7 -2.076 1.783 -0.285  0.00
C8 -2.274 2.926 -1.273  0.00
C9 -3.659 2.835 -1.908  0.00
O7 -3.668 1.692 -2.749  0.00
C10 -4.942 1.430 -3.260  0.00
N2 -2.095 4.213 -0.614  0.00
H19 -2.895 1.795 0.435  0.00
H20 -1.096 1.806 0.189  0.00
H21 -2.069 0.816 -0.791  0.00
H22 -1.536 2.821 -2.081  0.00
H23 -3.884 3.704 -2.544  0.00
H24 -4.441 2.834 -1.138  0.00
H25 -4.885 0.635 -4.005  0.00
H26 -5.401 2.303 -3.738  0.00
H27 -5.644 1.058 -2.503  0.00
H28 -1.210 4.266 -0.090  0.00
H29 -2.036 4.930 -1.330  0.00
C11 0.690 -1.918 -6.567  0.00
C12 -0.272 -2.623 -5.590  0.00
C13 -0.634 -1.707 -4.431  0.00
O8 0.474 -1.395 -3.624  0.00
C14 0.196 -0.358 -2.715  0.00
N3 -1.503 -2.989 -6.289  0.00
H30 1.641 -1.877 -6.032  0.00
H31 0.393 -0.876 -6.691  0.00
H32 0.811 -2.416 -7.527  0.00
H33 0.194 -3.542 -5.211  0.00
H34 -1.352 -2.280 -3.826  0.00
H35 -1.108 -0.802 -4.824  0.00
H36 -0.714 -0.453 -2.120  0.00
H37 0.137 0.602 -3.249  0.00
H38 1.040 -0.186 -2.048  0.00
H39 -1.995 -3.694 -5.750  0.00
H40 -1.267 -3.411 -7.178  0.00
C15 3.414 4.650 -0.092  0.00
C16 2.780 3.611 0.847  0.00
C17 1.317 3.305 0.471  0.00
O9 0.406 4.374 0.752  0.00
C18 0.080 4.474 2.125  0.00
N4 3.634 2.433 0.939  0.00
H41 2.920 5.617 0.027  0.00
H42 3.206 4.300 -1.107  0.00
H43 4.478 4.785 0.085  0.00
H44 2.707 4.049 1.850  0.00
H45 1.004 2.333 0.866  0.00
H46 1.236 3.269 -0.622  0.00
H47 -0.685 5.244 2.243  0.00
H48 0.931 4.864 2.696  0.00
H49 -0.248 3.524 2.553  0.00
H50 3.058 1.778 1.463  0.00
H51 3.716 2.099 -0.020  0.00

## Properties
LUMO energy (alpha / beta)   0.0878 / 0.0878 Eh
Net charge   -1
2S+1   2
HOMO-LUMO gap (alpha / beta)   7.986 / 8.036 eV
Maximum force   6.3 eV Å⁻¹



[2]
Here is C18H44AlO5S2 as an isolated structure from the Open Molecules 2025 dataset. Energies are from wB97M-V/def2-TZVPD.

Last column: Löwdin charge in e.
CARTESIAN COORDINATES (ANGSTROEM)
C1 -2.117 1.298 1.014  -0.15
C2 -2.014 0.342 -0.313  -0.22
C3 -0.679 -0.608 -0.386  -0.24
O1 -0.265 -1.203 0.894  -0.31
C4 1.096 -1.760 0.837  -0.30
Al1 2.546 -0.471 1.610  -0.29
S1 4.404 -0.744 0.325  0.29
S2 3.088 -1.331 3.709  0.25
C5 1.792 1.414 1.739  -0.23
C6 2.485 2.556 0.803  -0.23
O2 3.489 2.408 -0.061  -0.14
H1 -3.227 1.618 1.267  0.07
H2 -1.611 0.775 1.939  0.08
H3 -1.510 2.286 0.809  0.07
H4 -2.038 0.973 -1.325  0.11
H5 -2.959 -0.358 -0.308  0.10
H6 -0.950 -1.521 -1.105  0.13
H7 0.262 -0.057 -0.835  0.13
H8 1.152 -2.747 1.505  0.07
H9 1.431 -2.105 -0.250  0.07
H10 3.908 -1.092 -0.968  -0.19
H11 3.003 -0.250 4.614  -0.24
H12 0.645 1.360 1.420  0.05
H13 1.773 1.840 2.851  0.06
H14 2.016 3.652 0.869  0.11
C7 -3.035 2.713 7.012  -0.09
C8 -3.095 1.898 5.732  -0.28
O3 -1.978 2.112 4.870  -0.17
C9 -0.696 1.790 5.403  -0.27
C10 -0.555 0.334 5.808  -0.07
H15 -2.963 3.782 6.783  0.08
H16 -3.933 2.543 7.615  0.07
H17 -2.168 2.452 7.623  0.06
H18 -3.986 2.193 5.168  0.12
H19 -3.207 0.829 5.947  0.11
H20 -0.455 2.459 6.235  0.10
H21 0.034 2.008 4.614  0.11
H22 -1.253 0.062 6.604  0.06
H23 0.459 0.134 6.169  0.08
H24 -0.760 -0.323 4.955  0.09
C11 6.301 -3.731 -2.145  -0.08
C12 5.290 -4.731 -1.614  -0.27
O4 3.961 -4.499 -2.081  -0.16
C13 3.767 -4.555 -3.492  -0.28
C14 4.123 -5.899 -4.100  -0.09
H25 6.006 -2.710 -1.881  0.07
H26 7.292 -3.931 -1.725  0.08
H27 6.385 -3.774 -3.234  0.06
H28 5.255 -4.652 -0.523  0.12
H29 5.594 -5.760 -1.838  0.10
H30 4.311 -3.741 -3.980  0.10
H31 2.702 -4.361 -3.668  0.12
H32 5.181 -6.141 -3.965  0.06
H33 3.915 -5.899 -5.175  0.07
H34 3.542 -6.700 -3.630  0.08
C15 -5.660 3.493 -3.914  -0.09
C16 -4.165 3.668 -3.711  -0.28
O5 -3.474 2.440 -3.485  -0.17
C17 -3.552 1.470 -4.526  -0.28
C18 -2.986 1.953 -5.849  -0.09
H35 -6.108 2.988 -3.051  0.08
H36 -6.144 4.467 -4.041  0.08
H37 -5.884 2.890 -4.796  0.06
H38 -4.001 4.287 -2.822  0.12
H39 -3.712 4.208 -4.550  0.10
H40 -4.582 1.119 -4.639  0.10
H41 -2.968 0.604 -4.190  0.12
H42 -3.540 2.811 -6.240  0.06
H43 -3.032 1.156 -6.598  0.08
H44 -1.943 2.264 -5.730  0.08

## Properties
LUMO energy   0.0892 Eh
Net charge   -1
2S+1   1
HOMO-LUMO gap   6.851 eV
Maximum force   7.7 eV Å⁻¹



[3]
Here is a 2-piece molecular cluster, C4H14N2O overall from the Open Molecules 2025 dataset. Energies are from wB97M-V/def2-TZVPD.

Last column: Mulliken spin population.
CARTESIAN COORDINATES (ANGSTROEM)
N1 0.214 -0.442 -0.168  0.67
C1 -2.321 0.536 1.317  0.00
C2 -0.816 0.801 1.666  0.06
C3 0.105 -0.428 1.230  0.04
C4 1.473 -0.302 1.898  0.03
N2 2.429 -1.341 1.534  0.17
H1 -0.549 -0.638 -0.802  -0.01
H2 1.003 -1.044 -0.454  -0.01
H3 -2.848 1.431 1.631  0.00
H4 -2.647 -0.308 1.920  0.00
H5 -2.387 0.226 0.276  0.00
H6 -0.300 1.709 1.398  -0.01
H7 -0.858 0.569 2.736  0.01
H8 -0.300 -1.337 1.695  0.06
H9 1.331 -0.341 2.978  0.00
H10 1.953 0.666 1.739  0.00
H11 3.303 -0.959 1.226  0.00
H12 2.432 -2.099 2.182  0.00
H13 -0.609 1.057 -5.359  0.00
H14 -0.344 1.384 -6.829  0.00
O1 -1.019 1.060 -6.231  0.00

## Properties
LUMO energy (alpha / beta)   -0.1134 / -0.3126 Eh
Net charge   +1
2S+1   2
HOMO-LUMO gap (alpha / beta)   10.488 / 5.067 eV
Maximum force   3.5 eV Å⁻¹



[4]
Here is a 3-piece molecular cluster, C29H36Br3N3O10P3S overall from the Open Molecules 2025 dataset. Energies are from wB97M-V/def2-TZVPD.

Last column: Löwdin charge in e.
CARTESIAN COORDINATES (ANGSTROEM)
C1 -3.966 -0.692 1.098  -0.15
C2 -2.664 -1.434 1.680  -0.67
Br1 -2.633 -0.999 3.598  0.76
C3 -1.398 -1.364 0.781  -0.21
C4 -0.157 -0.407 0.911  -0.40
P1 0.680 -0.838 2.593  0.81
O1 0.595 -2.502 2.905  -0.29
O2 2.260 -0.241 2.641  -0.29
C5 0.768 -0.758 -0.368  -0.28
C6 2.110 -1.528 -0.117  -0.15
C7 2.342 -2.818 -1.028  -0.10
C8 1.211 -3.867 -0.863  -0.39
O3 0.685 -4.169 0.182  0.11
N1 0.796 -4.584 -2.080  0.05
C9 -0.619 -4.392 -2.359  -0.24
C10 -1.043 -3.306 -3.236  -0.04
C11 -2.480 -3.149 -3.548  -0.07
C12 -3.409 -4.106 -2.974  -0.08
C13 -2.975 -5.185 -2.078  -0.06
C14 -1.562 -5.354 -1.753  0.00
N2 0.871 0.403 -1.369  -0.63
Br2 -0.823 0.679 -2.241  1.01
P2 1.791 -0.081 -2.884  0.34
S1 3.688 0.123 -2.842  0.34
C15 1.431 1.651 -0.786  -0.36
P3 1.271 3.212 -1.825  0.53
O4 2.123 4.220 -1.109  -0.29
O5 -0.259 3.871 -1.765  -0.16
O6 1.882 3.113 -3.347  -0.19
C16 0.816 2.060 0.617  -0.18
C17 -0.413 1.174 1.139  -0.70
N3 -1.696 1.714 0.727  0.01
Br3 -0.368 1.719 3.120  0.74
H1 -4.890 -1.289 1.309  0.09
H2 -3.837 -0.633 -0.025  0.07
H3 -4.057 0.357 1.468  0.06
H4 -3.003 -2.512 1.664  0.10
H5 -0.959 -2.408 0.736  0.11
H6 -1.797 -1.221 -0.273  0.09
H7 1.134 -3.051 2.297  0.04
H8 2.644 -0.581 3.478  0.08
H9 0.171 -1.484 -1.007  0.10
H10 2.287 -1.967 0.892  0.09
H11 2.956 -0.789 -0.232  0.10
H12 3.262 -3.313 -0.589  0.15
H13 2.642 -2.590 -2.077  0.07
H14 1.050 -5.572 -2.025  0.13
H15 -0.352 -2.574 -3.710  0.07
H16 -2.780 -2.313 -4.216  0.10
H17 -4.492 -4.014 -3.212  0.10
H18 -3.694 -5.926 -1.657  0.11
H19 -1.170 -6.161 -1.092  0.12
H20 1.314 0.680 -4.003  0.00
H21 1.293 -1.401 -3.150  0.00
H22 2.539 1.539 -0.603  0.13
H23 -0.513 4.230 -2.648  0.06
H24 2.740 3.571 -3.428  0.11
H25 1.622 2.002 1.400  0.10
H26 0.467 3.128 0.629  0.12
H27 -2.250 1.119 0.120  0.02
H28 -2.263 2.050 1.503  0.05
C18 2.362 7.619 -3.688  0.04
C19 1.371 6.781 -3.392  0.02
C20 0.068 6.856 -4.082  -0.36
O7 -0.837 6.083 -3.804  0.08
C21 -0.101 7.898 -5.117  0.02
C22 0.887 8.740 -5.416  0.03
C23 2.197 8.665 -4.725  -0.38
O8 3.097 9.428 -4.998  0.13
H29 3.324 7.578 -3.192  0.13
H30 1.469 6.011 -2.638  0.09
H31 -1.064 7.936 -5.611  0.12
H32 0.782 9.509 -6.170  0.13
C24 -0.362 -3.403 8.631  0.03
C25 0.873 -3.109 8.225  0.02
C26 1.122 -2.530 6.885  -0.38
O9 2.248 -2.262 6.510  0.09
C27 -0.051 -2.291 6.017  0.01
C28 -1.284 -2.583 6.420  0.00
C29 -1.537 -3.161 7.759  -0.38
O10 -2.661 -3.427 8.129  0.11
H33 -0.564 -3.826 9.607  0.12
H34 1.742 -3.277 8.848  0.12
H35 0.150 -1.867 5.044  0.05
H36 -2.149 -2.411 5.791  0.04

## Properties
LUMO energy   -0.1990 Eh
Net charge   +1
2S+1   1
HOMO-LUMO gap   4.813 eV
Maximum force   5.3 eV Å⁻¹



What did the third record say?
Here is a 2-piece molecular cluster, C4H14N2O overall from the Open Molecules 2025 dataset. Energies are from wB97M-V/def2-TZVPD.

Last column: Mulliken spin population.
CARTESIAN COORDINATES (ANGSTROEM)
N1 0.214 -0.442 -0.168  0.67
C1 -2.321 0.536 1.317  0.00
C2 -0.816 0.801 1.666  0.06
C3 0.105 -0.428 1.230  0.04
C4 1.473 -0.302 1.898  0.03
N2 2.429 -1.341 1.534  0.17
H1 -0.549 -0.638 -0.802  -0.01
H2 1.003 -1.044 -0.454  -0.01
H3 -2.848 1.431 1.631  0.00
H4 -2.647 -0.308 1.920  0.00
H5 -2.387 0.226 0.276  0.00
H6 -0.300 1.709 1.398  -0.01
H7 -0.858 0.569 2.736  0.01
H8 -0.300 -1.337 1.695  0.06
H9 1.331 -0.341 2.978  0.00
H10 1.953 0.666 1.739  0.00
H11 3.303 -0.959 1.226  0.00
H12 2.432 -2.099 2.182  0.00
H13 -0.609 1.057 -5.359  0.00
H14 -0.344 1.384 -6.829  0.00
O1 -1.019 1.060 -6.231  0.00

## Properties
LUMO energy (alpha / beta)   -0.1134 / -0.3126 Eh
Net charge   +1
2S+1   2
HOMO-LUMO gap (alpha / beta)   10.488 / 5.067 eV
Maximum force   3.5 eV Å⁻¹